Computed, not measured: a structure of composition C55H45Cl3MgO5Sb in a non-equilibrium geometry, with the ωB97M-V functional and the def2-TZVPD basis.

Its spin multiplicity is 1. The value obtained for the lowest unoccupied orbital energy is 2.258 eV. The calculation puts the energy above the lowest of the compared OMol25 structures with the same formula, charge and spin at 1.6 kcal/mol. Its maximum force is 3.602 eV Å⁻¹. For the orbital gap, the calculation gives 0.28541 Eh. As for the net charge: -1. The HOMO energy comes out at -5.51 eV. The value obtained for the electronic energy is -4320.0499 Ha.

Geometry as XYZ:
```
110
Properties=species:S:1:pos:R:3:forces:R:3
Mg -2.32693 0.20614 0.60814 0.36 -0.11 0.81
Cl -3.57418 6.78446 3.27463 0.24 0.28 0.07
C -3.39936 5.09698 2.92351 1.78 -0.80 0.10
C -2.16583 4.53935 2.49890 -0.71 1.73 -0.33
C -2.15674 3.20514 2.15228 0.71 0.29 -0.12
Cl -0.79419 2.62138 1.21216 -0.07 -0.29 0.29
C -3.20095 2.31828 2.37248 -2.93 -1.45 0.48
O -3.16179 1.01482 2.16630 0.45 1.56 -0.34
C -4.48448 2.93057 2.79435 3.39 1.10 -0.50
Cl -5.93014 2.08826 2.66307 -0.80 -0.85 0.23
C -4.49618 4.28997 3.10596 -1.26 -0.61 0.08
H -1.26976 5.18049 2.29934 -1.04 -0.68 0.25
H -5.42534 4.73212 3.48694 0.35 -0.16 -0.37
C -1.16699 -4.38408 -4.14800 -0.52 1.44 0.47
C -1.31747 -2.84805 -3.91965 -0.31 -1.36 1.20
C -1.06701 -2.06951 -5.14782 -0.89 0.33 -0.79
O -0.34592 -2.53608 -2.90715 -1.95 0.57 0.09
C -1.05509 -1.64636 -2.00548 2.07 0.38 1.11
C -2.46964 -2.13696 -1.97523 -0.94 -0.68 -0.83
O -2.63972 -2.49746 -3.42640 1.48 -0.32 1.54
C -3.68994 -1.25836 -1.56989 1.07 1.03 0.33
O -3.55367 -0.85359 -0.22169 -0.31 -0.44 -2.12
C -3.78946 -0.00454 -2.54796 -1.02 -0.19 0.50
C -3.01730 1.15317 -2.30803 -1.60 -1.41 -0.13
C -3.27934 2.35284 -2.91188 0.61 0.90 -0.84
C -4.32241 2.45599 -3.84581 -0.43 0.08 0.38
C -5.14643 1.36135 -4.03857 0.93 -1.64 0.08
C -4.83893 0.09577 -3.46653 -0.11 0.99 0.04
C -4.96814 -2.07895 -1.62106 -3.00 0.44 1.30
C -5.32586 -3.13846 -2.48001 0.68 1.21 0.39
C -6.50629 -3.82352 -2.36752 -1.71 -0.49 0.66
C -7.42463 -3.48589 -1.33984 0.30 -1.69 -1.47
C -7.18816 -2.38429 -0.57396 0.38 1.12 1.42
C -6.00317 -1.65320 -0.67467 1.70 -1.70 -1.58
C -0.16121 -1.53551 -0.68265 -1.33 1.32 1.22
O -0.66381 -0.40508 0.02131 0.78 -0.74 -0.42
C 1.22643 -1.16778 -1.13901 1.65 0.62 0.05
C 1.40550 0.01829 -1.87430 -1.16 -0.34 0.71
C 2.63216 0.40295 -2.35805 0.69 -0.10 -0.79
C 3.81599 -0.31936 -2.04759 -2.16 0.14 -0.02
C 3.63357 -1.47912 -1.30042 1.61 1.09 -0.15
C 2.40938 -1.83586 -0.80453 -1.17 -1.96 0.88
C -0.14964 -2.77023 0.25445 0.02 0.34 0.43
C -0.43760 -2.68001 1.63834 -0.31 -0.18 -0.32
C -0.70023 -3.85980 2.35339 -0.90 -0.54 -0.43
C -0.67964 -5.13264 1.73300 0.10 0.15 -0.12
C -0.15515 -5.22789 0.43956 0.08 1.88 0.36
C 0.16941 -4.02066 -0.24900 -0.67 -1.31 1.04
H -0.15060 -4.50095 -4.52026 0.23 -0.58 0.73
H -1.78342 -4.69467 -4.95782 -0.80 -0.19 -0.74
H -1.52405 -4.91689 -3.24242 0.91 0.19 -0.46
H -0.10751 -2.35540 -5.53152 0.54 0.06 -0.43
H -1.13493 -0.98905 -4.98676 0.12 -0.20 0.11
H -1.86635 -2.36170 -5.84467 0.34 0.24 -0.13
H -1.01835 -0.62000 -2.38519 -0.04 -0.12 -0.20
H -2.54644 -2.97276 -1.27290 0.09 -0.58 -0.48
H -2.34057 1.05409 -1.51136 1.32 0.30 0.61
H -2.60387 3.19996 -2.69910 -0.60 -0.37 -0.12
H -4.57937 3.38263 -4.36102 0.29 -0.09 0.30
H -6.00594 1.36301 -4.67995 -0.25 0.44 -0.34
H -5.51308 -0.74273 -3.69193 0.47 0.38 0.28
H -4.65903 -3.38939 -3.25852 0.70 -0.35 -0.67
H -6.78634 -4.63800 -3.07357 0.51 0.60 0.66
H -8.22788 -4.21085 -1.13757 0.04 0.77 -0.16
H -7.85720 -2.09480 0.24607 0.05 -0.24 -0.40
H -5.73119 -0.91887 0.06384 -0.13 0.32 -0.13
H 0.52197 0.67936 -1.93704 0.59 -0.43 -0.50
H 2.58125 1.16542 -3.14590 0.59 0.28 0.75
H 4.77155 0.10015 -2.27852 0.53 -0.22 -0.47
H 4.51841 -2.04456 -1.02645 -0.09 -0.05 0.16
H 2.41119 -2.71673 -0.09283 -0.30 1.04 -1.07
H -0.49215 -1.69105 2.13295 -0.20 -0.72 -0.48
H -1.17974 -3.82819 3.33455 0.56 0.30 -0.05
H -1.08449 -6.03644 2.25004 0.54 0.93 -0.37
H -0.03021 -6.16785 -0.05390 0.13 -0.44 -0.17
H 0.69572 -4.04939 -1.16735 -0.08 -0.27 -1.07
C 8.70455 0.79569 2.56999 0.54 0.72 0.19
C 8.24060 1.73496 1.61775 0.42 -0.31 -0.14
C 6.91230 1.68913 1.23717 -0.61 -1.22 0.28
C 6.05355 0.71644 1.82169 0.03 0.93 -0.38
C 6.53748 -0.28989 2.64354 1.07 1.39 0.25
C 7.88650 -0.21920 3.05616 -0.26 0.01 -0.90
Sb 3.95098 0.95527 1.42156 -0.61 -0.23 -0.64
C 3.30812 1.00381 3.46059 0.54 0.35 0.98
C 3.96081 1.67030 4.50384 -0.14 0.27 0.67
C 3.54786 1.59222 5.87004 0.33 -0.28 -2.57
C 2.51901 0.73654 6.19102 -1.15 0.20 -1.05
C 1.75715 0.16007 5.15554 1.46 -0.76 -0.82
C 2.21515 0.23565 3.81895 -0.89 -0.19 0.55
C 3.93068 3.07458 0.82881 0.70 -0.71 0.49
C 3.73760 4.09758 1.74613 -0.53 0.08 1.47
C 3.69091 5.43284 1.33678 -0.25 -0.98 -0.81
C 3.69482 5.73701 -0.02762 0.37 -0.72 0.41
C 3.97921 4.72598 -0.91544 0.35 -0.99 -1.12
C 4.17493 3.40048 -0.50456 -0.92 1.02 0.95
H 9.72515 0.94556 2.98670 -0.73 -0.45 -0.54
H 8.95049 2.42907 1.12716 -0.53 -0.34 0.57
H 6.44159 2.28891 0.45666 0.62 0.37 0.34
H 5.86948 -0.98706 3.09451 -0.34 -0.62 0.13
H 8.31454 -1.01300 3.65301 -0.06 0.15 0.34
H 4.82910 2.25164 4.22281 0.10 0.27 0.29
H 3.98411 2.23323 6.59540 0.63 0.14 0.59
H 2.26388 0.61599 7.21834 -0.41 -0.14 0.57
H 0.94787 -0.54343 5.29155 -0.16 0.20 0.56
H 1.70997 -0.35475 3.05190 -0.13 0.22 0.19
H 3.52425 3.84451 2.84212 0.54 0.46 -1.65
H 3.62056 6.17144 2.08050 -0.36 1.01 0.73
H 3.48048 6.68146 -0.47546 0.06 0.81 0.36
H 4.04968 4.93978 -1.99186 -0.08 0.00 0.51
H 4.36554 2.62781 -1.20159 0.20 -0.59 -0.77
```
Forces are in eV/Å.